7 unconnected molecules or ions with the total composition C45H80IO18S. Source: the Open Molecules 2025 dataset; level of theory: ωB97M-V/def2-TZVPD.

Last column: Mulliken charge in e.
Element x y z (Å)
O  -7.92  -2.63  2.52  -0.34
H  -2.00  -2.01  -4.79  0.37
C  -2.54  12.64  -3.12  0.49
H  -3.99  4.43  -1.15  0.33
H  0.23  -2.29  -4.71  0.34
O  -3.55  14.67  -0.62  -0.49
O  -2.57  6.96  -3.66  -0.34
H  1.32  -4.61  2.48  0.34
C  15.02  0.10  0.65  -1.40
H  7.99  -1.02  2.44  0.46
H  -0.69  12.58  -1.97  0.29
H  -4.27  -1.74  -1.77  0.12
H  -0.37  -5.89  -1.64  0.40
H  0.29  3.24  6.95  0.39
C  13.68  -2.02  0.99  -0.33
O  -0.27  0.13  5.74  -0.36
H  0.93  -3.07  3.21  0.21
O  14.03  -3.39  0.77  -0.34
H  -5.89  -2.23  -1.84  0.51
H  -0.42  -2.42  1.54  0.44
C  1.60  1.37  5.32  -0.55
H  -1.10  2.21  7.33  0.37
C  -2.11  1.00  -3.15  -0.55
C  -1.27  -4.43  -0.45  0.75
C  -5.14  -1.72  -2.40  -1.24
H  -1.73  10.93  -4.15  0.40
H  7.91  -0.04  0.99  0.41
H  0.77  -4.73  -1.00  0.35
C  -4.27  6.21  -2.34  0.55
H  -8.62  -0.38  -0.52  0.36
O  -3.43  12.94  -2.02  -0.36
C  8.58  0.99  2.68  -1.25
C  -0.20  -4.85  -1.45  -0.93
H  -2.23  10.61  -2.48  0.35
C  0.51  1.19  6.35  0.45
H  -4.02  -9.72  -0.99  0.24
H  14.13  0.73  0.66  0.34
O  15.83  -2.17  0.27  -0.35
H  -1.45  -4.51  1.65  0.44
C  -4.67  0.62  -3.32  -0.80
H  -5.39  5.39  -0.70  0.39
H  1.31  2.03  4.50  0.30
H  4.67  -1.59  4.08  0.68
H  -2.06  -5.15  -0.51  -0.51
H  -4.43  0.34  -4.33  0.44
O  1.75  0.03  4.81  -0.19
O  -2.52  -7.49  -0.50  -0.24
H  0.40  -0.83  -3.75  0.56
O  -1.72  14.37  -1.86  -0.33
H  -6.28  -1.53  1.84  0.30
H  0.63  -4.52  -3.35  0.45
H  2.96  -3.77  1.06  0.31
H  -0.84  2.73  5.68  0.36
H  12.65  -1.83  0.67  0.20
C  -3.45  0.85  -2.42  -0.58
H  0.91  0.81  7.29  0.25
C  -4.08  -9.12  -0.08  0.51
H  8.35  1.96  2.31  0.47
C  -1.25  13.25  -2.63  -0.47
H  -3.44  10.79  -3.72  0.40
H  -3.62  1.78  -1.91  0.31
C  1.25  -3.56  2.30  -0.53
C  -2.96  14.06  -1.42  0.60
H  0.66  -2.93  0.31  -0.01
H  -2.68  -8.32  1.39  0.31
H  -3.33  0.11  -1.65  0.53
H  -7.95  0.10  2.43  0.23
H  14.40  -1.26  -0.89  0.24
H  -5.89  0.10  -1.71  -0.11
H  -4.89  -2.28  -3.28  0.35
H  -0.22  -2.13  -1.78  0.22
H  -2.14  -1.80  -3.06  -0.06
H  8.44  0.99  3.73  0.49
H  -4.04  5.69  -4.43  0.35
C  -2.44  7.51  -2.43  0.61
C  -0.15  -4.06  -2.76  -0.97
H  15.44  0.06  1.66  0.36
H  -2.92  13.17  -4.00  0.27
C  -5.65  -0.33  -2.66  -0.11
H  -7.30  -2.28  0.59  0.23
H  -5.01  -9.23  1.85  0.37
H  15.77  0.56  0.02  0.36
I  10.66  0.62  2.29  0.11
H  -5.18  1.56  -3.39  0.31
C  -0.64  -4.48  0.95  -1.18
C  -0.33  2.42  6.59  -1.49
H  1.32  -2.55  -2.50  0.60
H  -7.26  0.60  0.05  0.33
H  -4.29  -10.75  1.30  0.38
C  4.13  -1.63  3.16  -0.71
H  -2.42  0.16  -5.11  0.58
C  -8.21  -0.56  1.59  0.53
O  0.27  -1.63  4.50  -0.49
C  -0.13  -1.76  -3.85  -1.24
C  14.70  -1.29  0.16  0.52
C  -1.65  -1.47  -3.94  0.04
H  -6.55  -0.37  -3.24  0.55
H  -1.35  0.87  -2.41  0.25
H  -2.83  4.94  -3.37  0.21
O  -1.66  8.33  -2.16  -0.52
C  3.64  -3.06  2.96  -1.08
C  0.20  -3.24  1.23  -0.26
O  -9.48  -1.17  1.88  -0.38
H  2.51  -2.12  1.35  0.47
C  0.25  -2.60  -2.62  -0.54
C  6.24  0.25  2.24  -0.82
C  2.62  -3.09  1.81  -0.52
H  -0.61  13.58  -3.44  0.32
C  -4.81  5.04  -1.55  -1.50
C  -2.71  -8.64  0.35  -0.54
H  -0.79  0.33  -4.61  0.57
H  4.46  -3.69  2.69  0.41
O  -4.72  -7.86  -0.42  -0.34
C  15.36  -3.42  0.48  0.59
O  -3.33  6.97  -1.56  -0.38
H  -1.94  -9.38  0.18  0.34
C  7.71  -0.07  2.03  -0.53
H  -5.81  -10.17  0.61  0.36
O  16.00  -4.39  0.43  -0.47
C  -9.24  -2.31  2.56  0.56
C  0.55  -0.60  4.97  0.48
O  -3.93  -5.97  -1.32  -0.55
H  -0.05  -5.37  0.99  0.50
H  5.96  1.08  1.64  0.49
H  3.28  -0.99  3.18  0.40
C  -1.77  0.04  -4.28  -1.48
H  13.76  -1.81  2.06  0.27
C  -3.75  -7.00  -0.80  0.54
H  -2.03  2.02  -3.48  0.18
H  -1.06  -4.19  -3.31  0.46
H  3.19  -3.37  3.88  0.49
C  -2.47  11.16  -3.39  -1.47
H  -8.92  1.07  0.41  0.39
H  -5.44  4.41  -2.17  0.39
H  2.53  1.73  5.76  0.35
C  -4.84  -9.87  0.98  -1.49
H  -5.09  6.87  -2.62  0.26
C  -7.30  -1.77  1.55  -0.29
C  -8.25  0.22  0.31  -1.41
H  4.35  -0.70  0.82  0.28
H  -1.65  -3.45  -0.65  0.07
O  -10.05  -2.94  3.11  -0.49
C  -3.44  5.83  -3.53  -0.35
S  5.20  -1.18  1.76  0.10
H  6.05  0.50  3.26  0.47

As for the orbital gap: 8.4000 eV. The LUMO energy comes out at -3.30 eV. The net charge is +1. The value obtained for the total energy is -3812.63621 a.u. Its molar mass is 1068.09 g/mol. Its HOMO energy is -11.696 eV.